(1)
Molecular formula: C20H41N2P3RuSe
Method: DFT, ωB97M-V/def2-TZVPD

Results
Orbital gap (spin up / spin down) ... 3.742 / 1.952 eV
Calculated total energy ... -120147.09078 eV
LUMO energy (spin up / spin down) ... -9.82 / -14.09 eV
ΔE to the lowest compared entry with this formula, charge and spin ... 72.0 kcal/mol
Spin multiplicity ... 6
Total charge ... +3
<S²> ... 8.768

Last column: Löwdin spin population.
CARTESIAN COORDINATES (ANGSTROEM)
Ru 0.45872 -0.14674 -0.04760  1.915
P 1.83772 0.63918 -1.43734  0.168
P -1.29984 1.22926 -0.48449  0.148
P -0.41364 -1.71600 -1.26054  0.140
H 3.89496 -5.30462 3.87019  0.010
C 4.10294 -5.45801 2.80950  0.408
C 4.12060 -4.47830 1.86268  0.429
H 3.99340 -3.39430 2.07477  0.013
C 3.08614 1.79068 -0.83166  0.024
C 1.29540 1.60628 -2.85748  0.026
C 2.92308 -0.58799 -2.16646  0.066
C -2.78382 1.04333 0.58479  0.056
C -1.17207 3.06862 -0.30260  0.018
C -2.22475 1.18679 -2.10902  0.022
C 0.52183 -3.27461 -1.01910  0.067
C -0.48480 -1.58023 -3.11189  -0.001
C -2.17071 -2.29540 -1.10518  0.034
H 4.36294 -6.50859 2.62914  0.012
H 4.46253 -4.68567 0.82176  0.013
H 3.53426 1.46363 0.09918  0.002
H 2.67515 2.79288 -0.72563  0.000
H 3.84736 1.80250 -1.61732  0.005
H 0.68792 2.46249 -2.55787  0.000
H 0.75483 0.99921 -3.58206  0.000
H 2.20755 1.98825 -3.32561  0.006
H 3.34588 -1.22649 -1.39645  0.008
H 3.73829 -0.03292 -2.62920  0.010
H 2.43711 -1.19948 -2.91631  0.000
H -3.50669 1.80512 0.25053  0.008
H -2.52064 1.21561 1.63770  0.003
H -3.20818 0.03826 0.46473  0.002
H -2.16223 3.46049 -0.59005  0.004
H -0.39598 3.49615 -0.95566  0.000
H -0.98098 3.33635 0.74974  0.000
H -2.99816 1.96855 -2.04685  0.004
H -2.71863 0.21697 -2.25749  0.000
H -1.55158 1.40970 -2.94859  0.000
H 0.19310 -4.03452 -1.74971  0.009
H 0.32115 -3.61692 0.00876  0.008
H 1.59781 -3.07579 -1.14344  0.008
H -0.83327 -2.55361 -3.51268  0.000
H 0.50305 -1.34099 -3.54132  0.000
H -1.21202 -0.79754 -3.38633  0.000
H -2.28771 -3.19475 -1.73949  0.004
H -2.85293 -1.50498 -1.45913  0.000
H -2.41027 -2.55248 -0.05918  0.004
C -0.93050 -3.28564 3.12042  0.092
C 0.46033 -3.32210 2.95165  0.049
C 1.05687 -4.51233 3.29362  0.058
C 0.34459 -5.65397 3.60435  0.033
C -1.04740 -5.64819 3.45940  0.010
C -1.69005 -4.47800 3.09969  0.074
Se -2.12320 -1.77406 3.36773  0.772
H -2.38829 -1.88238 1.92628  0.037
H 1.05640 -2.47921 2.58965  0.027
H 2.12039 -4.57503 3.30842  0.013
H 0.82685 -6.55468 3.97108  0.001
H -1.66563 -6.52687 3.65138  0.001
H -2.78339 -4.44555 2.90655  0.009
N 1.52081 1.48056 3.77910  0.011
C 1.53921 2.68266 3.11059  0.010
C 1.20480 2.41101 1.83185  0.007
N 1.03832 1.03290 1.70056  0.065
C 1.22105 0.49330 2.89758  0.062
H 1.61482 1.34076 4.76622  0.000
H 1.79140 3.62166 3.55629  0.000
H 0.97690 3.09742 1.03014  0.000
H 1.08728 -0.56041 3.15855  0.016


(2)
Molecular formula: C20H41N4Nb
Method: DFT, ωB97M-V/def2-TZVPD

Results
Orbital gap ... 7.578 eV
Calculated total energy ... -28912.29879 eV
LUMO energy ... 0.00 eV
Spin multiplicity ... 1

Last column: natural (NBO) charge in e.
CARTESIAN COORDINATES (ANGSTROEM)
Nb -0.22841 -0.26687 -0.15331  1.950
N -0.65085 -2.19747 -0.02540  -0.730
N -2.06555 0.60846 0.05313  -0.695
N 1.70133 -0.14959 -0.86077  -0.674
N 0.00998 1.09379 -1.70907  -0.729
H -2.49081 -2.54135 -1.02015  0.190
C -2.00107 -2.73522 -0.05625  -0.410
H -2.62445 -2.29420 0.73774  0.196
H -1.93424 -3.82127 0.09125  0.192
H 0.06282 -4.13453 0.20161  0.190
C 0.35636 -3.11507 0.48722  -0.417
H 0.43410 -3.05170 1.58477  0.199
H 1.34916 -2.90138 0.06414  0.205
C -3.11254 0.39975 -0.92584  -0.411
H -3.49226 1.36744 -1.29537  0.184
H -2.73500 -0.17435 -1.78574  0.204
H -3.95310 -0.16101 -0.48080  0.189
H -2.68777 2.48884 0.76295  0.178
C -2.45331 1.47732 1.14008  -0.415
H -3.33731 1.08257 1.67111  0.182
H -1.63601 1.55853 1.86536  0.222
C 3.01595 -0.69902 -0.74770  -0.044
H 2.99443 -1.71223 -1.20082  0.168
C 3.40002 -0.88308 0.72254  -0.610
H 2.52866 -0.97460 1.38451  0.234
H 4.02420 -1.77946 0.82265  0.205
H 3.98154 -0.01663 1.06207  0.208
C 4.05109 0.11905 -1.50863  -0.620
H 5.04600 -0.28027 -1.28893  0.215
H 3.89900 0.06336 -2.59063  0.210
H 4.02135 1.16774 -1.19491  0.210
H -0.50935 3.25966 -4.26733  0.215
C 0.03023 2.42935 -3.80051  -0.614
H 1.05711 2.75443 -3.60084  0.204
H 0.03229 1.59780 -4.50891  0.206
C -0.69433 2.04619 -2.52356  -0.039
H -1.63395 1.54959 -2.82496  0.175
C -1.09999 3.27182 -1.68950  -0.613
H -0.77663 3.17595 -0.64461  0.223
H -0.63674 4.17524 -2.10545  0.202
H -2.18936 3.40257 -1.70661  0.202
H 2.04433 1.46588 -2.19627  0.167
C 1.33110 0.64720 -1.98837  0.171
C -0.38015 -1.82521 -2.68232  -0.462
H 0.32206 -2.46302 -2.13306  0.213
H -1.40921 -2.19894 -2.73241  0.199
C 0.07253 -0.90757 -3.56115  -0.136
H -0.51094 -0.60126 -4.43859  0.203
C 1.39628 -0.29169 -3.41683  -0.515
H 2.21817 -0.99576 -3.26018  0.215
H 1.65300 0.42137 -4.20172  0.214
C -0.30998 -1.31958 5.09312  -0.584
C -0.36346 0.09475 4.51562  -0.194
C -1.78421 0.64685 4.66105  -0.586
C 0.61474 0.99991 5.26020  -0.585
C -0.00918 0.04100 3.08561  0.168
C 0.20766 -0.02423 1.87460  -0.538
H -0.58529 -1.31055 6.15562  0.207
H 0.69997 -1.73409 5.00213  0.214
H -1.00744 -1.97742 4.56380  0.214
H -2.09443 0.64042 5.71491  0.210
H -1.83969 1.67972 4.29874  0.213
H -2.49904 0.04015 4.09256  0.216
H 1.63652 0.61632 5.17298  0.215
H 0.58602 2.01562 4.85285  0.215
H 0.35446 1.04890 6.32535  0.207


(3)
Molecular formula: C20H41NO5Si4
Method: DFT, ωB97M-V/def2-TZVPD

Results
Orbital gap ... 8.991 eV
Calculated total energy ... -64650.51958 eV
LUMO energy ... -0.68 eV
Spin multiplicity ... 1
SMILES ... C[Si](C)(C)O[Si](C)(C)C.C[Si](C)(C)O[Si](C)(C)C.O=C1c2ccccc2C(=O)N1O

Last column: Löwdin charge in e.
CARTESIAN COORDINATES (ANGSTROEM)
O 1.16210 -1.02692 -0.71672  0.172
C 0.96435 -0.66477 0.39326  -0.332
C 1.64451 0.40095 1.17198  -0.111
C 2.41788 1.47124 0.77085  0.001
C 2.90684 2.31795 1.76179  -0.059
C 2.61935 2.11825 3.10828  -0.053
C 1.85266 1.03635 3.50872  0.018
C 1.38673 0.18971 2.51465  -0.083
C 0.56645 -1.06338 2.61011  -0.336
O 0.47151 -1.80580 3.52725  0.186
N -0.02096 -1.27310 1.28727  -0.009
O -1.21540 -0.49102 1.34751  0.031
H 2.62618 1.61999 -0.27800  0.126
H 3.51979 3.15931 1.46975  0.110
H 2.99846 2.80647 3.84821  0.111
H 1.61301 0.84251 4.54315  0.126
H -1.03704 0.37539 0.94498  0.080
O -1.75965 5.84573 1.37784  -0.268
Si -1.28487 4.80923 0.19335  0.348
C 0.15377 5.52589 -0.76449  -0.159
C -2.69477 4.47617 -0.98857  -0.158
C -0.74692 3.19339 0.95965  -0.154
Si -2.33642 7.37845 1.57191  0.348
C -2.60100 7.72361 3.38510  -0.165
C -3.96509 7.57648 0.67336  -0.162
C -1.11355 8.62022 0.89047  -0.162
H -0.14561 6.42057 -1.31367  0.026
H 0.53094 4.79815 -1.48632  0.033
H 0.97227 5.79833 -0.09426  0.034
H -3.57604 4.11627 -0.45338  0.038
H -2.40737 3.71858 -1.72074  0.035
H -2.97459 5.38064 -1.53211  0.026
H -1.56985 2.73831 1.51800  0.043
H 0.09080 3.33534 1.64559  0.030
H -0.42580 2.49874 0.17836  0.029
H -3.32345 7.02881 3.81775  0.033
H -2.98274 8.73757 3.51805  0.034
H -1.66764 7.63538 3.94465  0.032
H -3.83663 7.47765 -0.40656  0.025
H -4.39012 8.56203 0.87313  0.034
H -4.68478 6.82257 0.99922  0.036
H -1.00449 8.51565 -0.19106  0.024
H -0.12898 8.48862 1.34444  0.035
H -1.45145 9.63729 1.09827  0.034
O 0.98262 -6.89040 -1.20643  -0.272
Si 1.50423 -7.90938 -2.38579  0.341
C 2.94624 -7.15273 -3.30901  -0.164
C 0.12393 -8.25688 -3.60194  -0.163
C 2.05521 -9.52192 -1.62451  -0.166
Si 0.37069 -5.36759 -1.01928  0.351
C 0.05304 -5.03637 0.78607  -0.157
C -1.24231 -5.20102 -1.95602  -0.161
C 1.57791 -4.09816 -1.67144  -0.153
H 2.63867 -6.25884 -3.85536  0.023
H 3.35379 -7.86538 -4.02925  0.032
H 3.74433 -6.86988 -2.61937  0.035
H -0.76082 -8.63810 -3.08771  0.035
H 0.44089 -9.00228 -4.33443  0.032
H -0.16192 -7.35237 -4.14272  0.023
H 1.23599 -10.00388 -1.08758  0.032
H 2.87564 -9.36317 -0.92182  0.032
H 2.40183 -10.20261 -2.40453  0.031
H -0.66431 -5.74936 1.19853  0.033
H -0.35191 -4.03091 0.91388  0.017
H 0.97385 -5.10711 1.36927  0.035
H -1.08689 -5.29281 -3.03331  0.022
H -1.69057 -4.22471 -1.76112  0.033
H -1.95369 -5.97111 -1.64939  0.034
H 1.71475 -4.20427 -2.75060  0.027
H 2.55422 -4.21088 -1.19300  0.040
H 1.21217 -3.09072 -1.47414  0.001